1.
Formula: C5H12N2O
Source: the Open Molecules 2025 dataset
Level of theory: ωB97M-V/def2-TZVPD

CARTESIAN COORDINATES (ANGSTROEM)
1 C 0.9260 -0.8649 1.6238
2 N 0.0177 -0.5040 0.5124
3 C -1.0799 0.7391 0.9470
4 N -2.3769 0.3093 0.6277
5 O -0.8148 1.3851 1.9389
6 H -0.5387 -1.3129 0.2378
7 H -3.0777 0.8881 1.0732
8 H -2.5562 0.1402 -0.3520
9 H 0.3566 -1.4324 2.3587
10 H 1.2799 0.0518 2.0867
11 H 1.7622 -1.4438 1.2430
12 C -0.0889 -0.2893 -1.9880
13 C 0.5452 0.2489 -0.7121
14 C 1.9087 0.5098 -0.7455
15 H -0.3425 1.2363 -0.3463
16 H 0.1774 0.3659 -2.8176
17 H -1.1812 -0.3194 -1.9426
18 H 0.2772 -1.2944 -2.2114
19 H 2.4652 0.7526 0.1490
20 H 2.3410 0.8338 -1.6829

Properties
orbital gap (spin up / spin down) = 7.50 / 7.50 eV
energy above the lowest of the compared OMol25 structures with the same formula, charge and spin = 115.8 kcal per mole
2S+1 = 1
energy = -382.3179 Eh
HOMO energy (spin up / spin down) = -6.73 / -6.73 eV

***

2.
Formula: C24H32GeNO5P2S2Tl
Source: the Open Molecules 2025 dataset
Level of theory: ωB97M-V/def2-TZVPD

CARTESIAN COORDINATES (ANGSTROEM)
1 Tl -12.2066 -12.9235 9.4484
2 C -11.9630 -7.4344 13.5334
3 C -12.4596 -8.7379 12.9349
4 O -11.4017 -9.2603 12.1539
5 P -11.0047 -10.8121 12.2611
6 S -12.7168 -11.9669 12.3991
7 S -9.6519 -11.1511 10.8496
8 O -10.4178 -10.9640 13.8044
9 C -9.3994 -10.1215 14.2771
10 C -8.6373 -10.8436 15.3996
11 H -12.7202 -7.0099 14.1853
12 H -11.8034 -6.7129 12.6992
13 H -10.9780 -7.5786 14.0050
14 H -13.3262 -8.5533 12.3558
15 H -12.6777 -9.4804 13.8129
16 H -9.8681 -9.1988 14.6814
17 H -8.6618 -9.8336 13.4928
18 H -9.3112 -11.4515 15.9716
19 H -8.1747 -10.0962 16.0980
20 H -7.9251 -11.5937 15.0210
21 O -14.0148 -11.6661 5.7411
22 N -13.5728 -12.1141 6.7937
23 O -13.4252 -13.3736 6.9444
24 O -13.1311 -11.3687 7.7057
25 Ge -15.8502 -13.1988 10.7231
26 C -16.5820 -12.9619 12.4512
27 C -17.8906 -12.4727 12.5818
28 C -18.4954 -12.4026 13.8505
29 C -17.7549 -12.7990 14.9716
30 C -16.5020 -13.3605 14.8168
31 C -15.8991 -13.4529 13.5717
32 C -16.5230 -11.9009 9.4956
33 C -16.7088 -10.5701 9.8548
34 C -17.2239 -9.6331 8.9928
35 C -17.4178 -9.9489 7.6644
36 C -17.0709 -11.2169 7.2388
37 C -16.7768 -12.2032 8.1582
38 H -16.0148 -14.6931 10.3702
39 H -18.3369 -12.0122 11.7154
40 H -19.4599 -11.9816 13.8750
41 H -18.1799 -12.6693 16.0024
42 H -15.8696 -13.5227 15.6759
43 H -14.9132 -13.8487 13.4540
44 H -16.6094 -10.3796 10.9073
45 H -17.3455 -8.6263 9.3466
46 H -17.7161 -9.2084 6.9642
47 H -17.2149 -11.5309 6.1998
48 H -16.6459 -13.2697 7.8126
49 C -7.4532 -9.8375 7.4931
50 P -9.1038 -10.7283 7.4058
51 C -10.1132 -9.1893 7.6928
52 C -9.2165 -10.9456 5.6376
53 C -8.1920 -10.8737 4.7189
54 C -8.3898 -11.0431 3.3614
55 C -9.6530 -11.3144 2.9260
56 C -10.6734 -11.5141 3.8283
57 C -10.4658 -11.2715 5.1983
58 H -7.3278 -9.1266 6.7434
59 H -6.5825 -10.4374 7.4818
60 H -7.4332 -9.3503 8.4511
61 H -9.8085 -8.3773 7.0755
62 H -9.8762 -8.9389 8.7508
63 H -11.1860 -9.3240 7.5624
64 H -7.1634 -10.5771 4.9143
65 H -7.6194 -10.9203 2.5941
66 H -9.8539 -11.4126 1.8249
67 H -11.6569 -11.7627 3.4744
68 H -11.3624 -11.3196 5.8340

Properties
orbital gap (spin up / spin down) = 7.29 / 6.80 eV
2S+1 = 2
energy = -5093.1605 Eh
HOMO energy (spin up / spin down) = -4.65 / -5.31 eV
total charge = -1

***

3.
Formula: C15H23ClN2PbS
Source: the Open Molecules 2025 dataset
Level of theory: ωB97M-V/def2-TZVPD

CARTESIAN COORDINATES (ANGSTROEM)
1 C 0.2627 0.8299 -6.7497
2 C 1.6491 1.3912 -7.1268
3 C 0.0376 -0.5207 -7.4602
4 C -0.8348 1.8283 -7.1721
5 Cl 0.1884 0.5858 -4.9926
6 H 0.0774 -0.4098 -8.5620
7 H -0.9471 -0.9262 -7.1941
8 H 0.8144 -1.2367 -7.1619
9 H 1.7351 1.5572 -8.2190
10 H 2.4349 0.6858 -6.8268
11 H 1.8157 2.3519 -6.6224
12 H -0.8206 2.0066 -8.2657
13 H -0.6814 2.7915 -6.6683
14 H -1.8242 1.4353 -6.9043
15 C 1.8209 -1.3549 1.2344
16 C 1.0910 -2.2341 0.3526
17 C 1.4046 -1.8707 -0.9957
18 H 0.4549 -3.0889 0.6800
19 C 2.3154 -0.6899 -0.9429
20 C 2.5224 -0.3659 0.4337
21 H 3.1044 0.4887 0.8421
22 H 1.8374 -1.4169 2.3536
23 H 1.0579 -2.3653 -1.9253
24 H 2.6990 -0.1504 -1.8304
25 C -2.2093 1.1825 0.6651
26 C -2.1611 -0.0611 1.4223
27 C -2.1700 -1.1692 0.4900
28 H -2.1799 -0.1545 2.5425
29 C -2.3137 -0.6384 -0.8260
30 C -2.3358 0.8516 -0.7134
31 H -2.3927 1.5491 -1.5689
32 H -2.1189 2.2006 1.1094
33 H -2.1339 -2.2475 0.7797
34 H -2.4102 -1.2032 -1.7727
35 Pb 0.0436 0.1889 -0.6461
36 N 0.1654 1.1930 4.4294
37 C 0.0136 0.0056 3.8678
38 N -0.1754 -1.1915 4.4177
39 S 0.1603 0.1809 2.1073
40 H 0.1756 1.2545 5.4228
41 H 0.2816 1.9856 3.8418
42 H -0.2925 -1.9930 3.8448
43 H -0.1833 -1.2450 5.4139

Properties
orbital gap (spin up / spin down) = 5.66 / 5.26 eV
energy above the lowest of the compared OMol25 structures with the same formula, charge and spin = 52.0 kcal per mole
2S+1 = 1
energy = -1745.3440 Eh
HOMO energy (spin up / spin down) = -14.47 / -14.26 eV
total charge = +2

***

4.
Formula: C14H16F16I2O3P
Source: the Open Molecules 2025 dataset
Level of theory: ωB97M-V/def2-TZVPD

CARTESIAN COORDINATES (ANGSTROEM)
1 C 2.0310 -2.7222 -3.0433
2 C 1.5702 -4.2884 -3.1474
3 I 1.5462 -4.9353 -5.2842
4 C 0.2343 -4.7088 -2.3219
5 I 0.8960 -5.2237 -0.2583
6 C -0.9232 -3.5744 -2.1471
7 P -1.8336 -3.2121 -3.8316
8 O -1.8197 -1.6544 -4.0963
9 H 1.7476 -2.1318 -4.0131
10 H 1.6934 -2.1874 -2.0489
11 H 3.2244 -2.7300 -3.0073
12 H 2.4684 -4.9221 -2.6793
13 H -0.2234 -5.6800 -2.7936
14 H -0.4752 -2.5028 -1.8699
15 H -3.2391 -3.5888 -3.6344
16 H -1.3574 -4.0252 -4.9188
17 C -0.7700 1.3957 -1.9200
18 C -1.6862 0.6362 -0.9489
19 C -3.1404 0.5271 -1.3918
20 F -3.7332 1.7383 -1.5041
21 F -3.8687 -0.1676 -0.4767
22 F -1.5855 1.1908 0.2886
23 F -1.1813 -0.6322 -0.8270
24 O -0.5196 2.7665 -1.6009
25 C -1.4960 3.6926 -2.0725
26 C -2.1989 4.4428 -0.9354
27 F -2.8482 3.5922 -0.1017
28 F -3.1354 5.3016 -1.4178
29 F -2.3618 3.0519 -2.8938
30 F -0.8194 4.5748 -2.8568
31 H 0.2160 0.9192 -1.8534
32 H -1.0649 1.2646 -2.9682
33 H -3.2283 0.0058 -2.3486
34 H -1.4820 5.0155 -0.3391
35 C 1.7538 2.1594 3.2096
36 C 2.0283 0.7745 2.6048
37 C 0.8911 -0.2287 2.7572
38 F 0.6177 -0.4988 4.0546
39 F 1.2215 -1.4175 2.1844
40 F 3.1912 0.2861 3.1128
41 F 2.2586 0.9577 1.2661
42 O 2.2985 2.3928 4.5106
43 C 1.4918 1.9498 5.5999
44 C 2.1761 0.8668 6.4418
45 F 2.4614 -0.2346 5.7032
46 F 1.3737 0.4536 7.4581
47 F 0.2798 1.5653 5.1330
48 F 1.2659 3.0525 6.3642
49 H 2.2682 2.8858 2.5681
50 H 0.6965 2.4443 3.1492
51 H -0.0230 0.1276 2.2750
52 H 3.1128 1.2350 6.8713

Properties
orbital gap = 5.44 eV
2S+1 = 1
energy = -3303.3296 Eh
HOMO energy = -3.35 eV
total charge = -1